ORCA calculation (ωB97M-V/def2-TZVPD) on C25H23I2N3OSTeZn as an isolated structure.

Element x y z (Å)
C: 3.86639 -2.19282 -1.95440
C: 4.68079 0.35183 1.38292
H: -3.34391 5.04351 2.67969
C: -0.95970 2.20424 -0.79522
C: 1.86884 -5.30196 1.46014
H: -2.03751 -1.37833 0.24798
H: 5.75312 0.56935 1.46084
H: -2.84367 -0.46985 -1.84369
C: -4.36962 3.69731 1.34789
C: -3.32543 0.11000 0.71516
H: 0.66435 -6.59571 0.14275
C: -2.62210 3.35409 -2.79714
H: 0.68946 -1.87814 -0.87220
C: 0.35571 -3.63155 2.08568
C: -1.97529 -0.05997 -1.30530
C: 1.62872 -4.10799 2.19609
N: 2.08145 -0.36185 0.74415
Zn: 0.25651 -0.17652 0.98209
C: -1.81388 4.18762 -2.03615
C: -3.36074 4.06107 2.22628
C: 2.79657 -1.71929 -1.21619
H: -5.10548 2.10037 0.11304
H: -3.50235 -0.49671 1.60689
O: -0.10544 1.70850 -0.00245
C: 2.99426 -0.86397 -0.04663
H: 6.45237 -0.78381 -0.29715
H: 1.10264 -1.48402 -2.54541
H: -1.07700 -0.54252 -1.70073
H: -4.17263 -0.03212 0.02820
Te: -0.49802 -1.92866 2.95863
H: 1.32789 -3.13539 -1.93328
H: -3.33736 1.36150 -3.12842
C: 1.40716 -2.07700 -1.66944
I: -3.74702 4.17060 -4.39632
C: -4.34343 2.41893 0.81338
H: 4.32640 -0.08625 2.32199
C: 0.76599 -5.74539 0.80028
H: 6.01271 -2.27598 -2.25199
I: 0.22710 4.82419 0.11342
H: -1.53422 3.39152 3.15379
C: -3.32025 1.55140 1.16828
H: 2.82575 -5.80649 1.42798
H: 4.12635 1.28714 1.25424
H: 2.38821 -3.57852 2.75560
H: -1.78163 5.25263 -2.21599
C: -2.66917 1.99115 -2.55127
N: -2.33716 1.91698 1.98953
H: -5.15181 4.39503 1.07787
C: -1.04013 3.61407 -1.05221
H: 3.65654 -2.83429 -2.81159
C: -1.89654 1.42142 -1.55507
C: 5.42700 -1.06113 -0.54642
C: 4.40308 -0.56624 0.22872
S: -0.56745 -4.69027 1.07251
N: -2.07904 -0.37192 0.12052
C: 5.19463 -1.89349 -1.64935
C: -2.36199 3.14369 2.49746

The electronic energy is -4246.9025 a.u. For the relative energy (zero: lowest compared OMol25 entry of this formula, charge and spin), the calculation gives 0.929 eV. The value obtained for the frontier orbital gap is 2.899 eV. The charge is -2.

ORCA calculation (ωB97M-V/def2-TZVPD) on a 17-piece molecular cluster, C66H177N11O28 overall at a distorted geometry.

Element x y z (Å)
H: -0.53955 3.41001 0.19212
C: 5.83219 -2.05681 2.67104
H: -3.28368 5.98666 -0.14241
O: -0.12897 2.14137 3.41987
O: -0.07046 -11.08859 -0.75076
H: -3.73339 1.04725 4.55497
C: 4.85342 -3.00895 -1.52147
H: -5.21576 1.34161 -6.28854
H: -4.48533 3.59054 -0.10478
H: 0.32052 4.66686 0.06028
H: -4.73611 -0.75079 -3.93723
H: 4.27576 0.24383 -3.56907
H: -4.47507 -1.35385 7.24101
H: -6.19268 3.60119 -5.89947
O: -7.64211 -3.15905 -1.59537
C: -0.51243 3.31625 8.23645
C: -0.03500 0.95383 -1.75354
H: 1.88076 -11.03616 -1.53227
H: -2.14411 -2.23714 7.29859
H: 0.96100 -2.12204 -9.45333
H: 0.02899 3.92491 4.49544
H: -1.06834 8.69221 7.14436
C: -1.84684 -0.80992 -5.50960
H: 3.61412 0.04120 0.58132
C: -2.12715 -4.79590 -3.77615
C: 0.54716 -10.14879 -2.88008
H: 4.06805 7.46811 2.99078
C: 3.73971 -1.36714 -5.62847
C: -7.32464 3.87739 -7.98700
C: 2.36523 6.46545 -1.42060
O: -3.76220 -3.14986 0.28851
O: 4.12413 4.39762 2.52835
H: 4.47453 3.07408 4.12395
C: -2.43965 -1.39617 7.94128
C: -8.26448 -3.16996 -0.30301
C: 6.33303 -4.71501 -0.57949
O: 4.87818 -0.79406 -0.87118
C: 1.41850 -1.83811 5.99262
C: 0.53911 -11.74212 0.33559
H: -2.81345 -2.55669 -1.45307
C: 8.58784 -5.00564 2.24416
H: -0.36171 -4.19398 -4.80808
H: -6.98167 4.71583 -8.65758
H: 1.11556 5.02064 -4.15883
O: 2.67911 2.68866 6.82358
O: 2.11394 7.37551 2.51738
C: -1.17559 0.36927 9.23226
H: -3.32355 -4.94181 1.17605
N: -0.52849 1.67933 0.60347
H: -0.59201 -1.47896 -1.53594
C: -7.61722 -1.84128 -2.21110
H: 1.02419 9.22538 2.63114
C: -4.55383 2.23408 -6.41043
C: 5.13554 -0.36554 4.23250
C: 3.29872 8.11333 2.56968
C: 6.89828 -5.35672 0.66536
H: -5.05986 0.61891 5.68963
N: -3.75189 2.53898 -5.19703
H: 0.11575 4.75398 -2.71612
O: -1.56257 6.85573 6.42984
O: 0.91869 -0.10049 -1.35119
H: -0.61318 2.53435 5.43591
N: -0.70542 7.70533 3.74536
N: 3.07933 0.05266 5.40441
H: 2.40623 7.42111 -0.82773
O: 1.99672 -2.09590 2.15957
H: 5.68516 -5.41921 -1.09338
H: 1.60887 -3.88908 -7.85136
H: 0.12045 7.43439 4.29067
C: 3.99420 -1.82893 -1.13237
H: -2.05959 -5.78547 -4.17412
C: -1.72936 3.64099 -4.34244
H: 1.27702 6.23340 -1.54780
H: 0.79312 3.44789 -3.61966
H: 4.56176 -1.31166 6.06594
H: -2.51253 8.39180 5.47869
C: 0.26087 -2.52651 -8.73486
H: -0.78236 3.70465 7.27038
H: 1.07149 -2.06474 -1.15045
H: 3.24469 -1.39742 -1.83829
C: 3.51500 0.55903 -4.29940
H: 0.58752 -1.93977 6.66185
O: -4.71805 2.74742 -0.52548
C: 0.18636 -8.11365 -1.59900
H: -2.39775 7.75749 8.02621
C: -3.98121 0.84807 5.59727
H: 4.59291 0.10233 3.38737
H: -7.26898 -2.09875 -3.21118
H: -6.84205 -0.61969 -0.60838
H: 1.44738 -1.14801 -6.86853
H: 7.09193 -4.35655 -1.25836
H: 2.14991 -2.66817 6.00128
H: -8.45320 -4.22144 -0.07031
H: -1.37710 3.23757 8.87679
H: -2.35268 -1.63134 0.03378
H: 0.62484 -6.18456 -2.45323
N: -1.25843 -2.58073 -3.87563
O: 0.89879 -1.82429 4.66519
C: 3.96485 3.41696 1.52740
H: 1.08586 2.54999 4.90046
H: -1.28091 2.66254 -4.16672
H: -2.57272 7.13607 3.21992
H: -4.41914 -6.04298 -3.30046
O: 2.99165 6.65447 -2.72125
H: 2.70550 0.37348 4.52269
H: 3.23517 -5.22207 -0.26628
H: -2.20967 -2.35914 -3.56964
H: -1.08464 -1.62713 5.18391
H: -0.67377 -1.12817 -10.27626
H: 7.41927 -6.27432 0.34354
H: -2.73215 -1.82710 8.90952
H: -2.46988 1.49533 1.22751
H: 6.16142 -5.66394 1.40096
N: 0.99645 -8.80813 -2.53039
H: 3.22039 4.48026 -1.42045
H: -4.57281 -0.44865 -5.68563
C: -6.54424 -0.96165 -1.61407
C: -4.08606 -0.92584 -4.80317
H: 6.63741 -2.79840 2.60310
H: -1.15469 -0.14268 10.22014
C: 2.93239 -2.49716 -6.17332
C: 2.46832 -5.32388 -1.04336
H: 1.30350 1.02098 2.82430
C: 0.33784 4.43524 -3.72614
H: 3.48241 -2.12677 -0.21063
H: -7.56786 -2.72862 0.44308
H: -0.29952 6.56604 1.91228
C: -3.59678 -0.67124 7.35400
H: -1.70506 2.00889 -1.05307
H: -6.35684 -0.09440 -2.27998
H: 1.22990 0.23239 6.36268
H: 2.85619 8.73138 -2.75741
H: 2.40089 -2.96264 1.97984
H: -1.64879 0.29379 -0.53314
C: -2.72061 3.58079 -5.48180
H: -3.32064 1.66972 -4.85569
C: -1.89954 6.92785 4.06549
H: 1.25537 8.39181 1.02297
C: -4.30034 -5.03720 -2.86194
H: 4.07984 -0.74657 -6.47430
H: -2.36999 4.74396 -0.10551
C: 0.13777 1.12709 9.12730
H: -0.46983 -10.23384 -3.23499
O: 0.10638 2.05728 8.00714
O: -0.67835 -1.53150 -8.33984
H: 1.75586 3.23730 1.59412
H: 7.96281 -5.63027 2.88426
N: -5.29763 -1.77976 -1.52919
H: -8.60827 -1.34076 -2.11391
H: -2.37536 -1.49090 -6.16370
H: -2.02346 1.05662 9.29699
H: -1.68560 -4.74792 -2.77217
H: -4.58954 -0.57400 0.05170
H: -0.24090 -0.11613 4.82102
H: 1.08752 -10.32499 -3.81437
C: 3.04916 5.27656 -0.68452
H: 3.10652 1.93073 6.35870
C: 1.03390 8.24549 2.09944
H: -2.02473 -3.70784 1.40197
C: -2.44116 7.29321 5.42126
H: 5.65225 -2.66355 -2.15441
H: -0.49554 0.67574 -2.71882
H: -8.09592 3.35193 -8.54172
C: 2.53564 3.49464 0.89105
H: -1.46477 0.01811 -6.11938
H: -4.00675 -2.00852 -4.87698
H: 3.50909 4.61797 4.44616
H: 3.12878 8.97649 3.23590
H: 2.12197 -0.10738 2.09104
H: 0.94948 0.45014 8.79481
H: -4.00732 0.17576 7.93427
H: 4.30719 -3.79822 -2.08979
H: 4.99056 1.01374 -0.00372
H: -5.63289 -2.63169 -1.09477
H: -1.82218 -3.65949 -5.60661
H: 2.43245 -2.90600 -5.28588
C: -0.75769 -1.46200 -4.66256
C: -1.44512 -1.28356 -9.49239
H: -3.75072 1.70235 6.26260
C: 2.05340 -0.47027 6.30755
O: -3.16330 -0.25617 6.04813
H: 3.65903 -1.80064 4.67358
H: 5.90023 -2.80799 0.17366
H: -1.13963 0.04553 7.30781
O: -2.84203 -0.32902 -4.52093
H: -0.36331 -0.66853 -4.03494
H: -0.62439 -1.25706 3.49016
C: -1.40243 7.73137 7.54561
C: -3.12445 -2.10312 -0.49558
H: 1.61946 8.04236 -3.72351
O: -3.29209 5.04894 0.08635
H: 0.40459 -3.46385 -6.69945
H: -3.44631 6.86564 5.62563
N: 5.42897 -3.59564 -0.26068
C: -1.35485 -3.82020 -4.60325
H: -3.23840 4.54053 -5.57740
H: 4.90398 -2.58369 2.71715
C: -4.20108 -1.09815 -0.86646
H: 3.54552 0.74516 -1.08245
O: 7.82102 -4.43577 1.22699
N: -1.25415 -0.55288 8.10875
H: -0.26520 -3.29357 -9.29986
H: -0.42246 -6.09584 -1.02047
H: 2.43477 2.80126 0.06731
O: 1.63049 -6.37515 -0.64128
H: 2.91581 -5.53261 -2.01167
C: 0.32276 -1.29513 -0.99689
H: -0.21958 -11.94473 1.10886
H: 2.03673 2.27937 7.44142
H: -3.95016 2.04727 -7.32979
H: 0.80876 -12.72479 -0.02082
C: 0.08123 2.82392 4.63914
H: 4.03685 1.07416 -5.10602
H: -1.96556 -0.31685 -9.24992
N: 2.14834 4.85175 0.38799
H: 1.45478 -11.23294 0.66412
C: 4.10944 -0.95318 5.16402
H: 4.56996 -1.73159 -5.01235
O: 2.22041 0.70092 2.63045
O: -6.31492 2.95074 -7.78137
O: -0.71364 4.54842 -4.60710
H: 4.20062 2.45068 1.93681
H: -7.68743 4.38348 -7.10413
H: -2.13515 3.33609 -6.37070
O: 2.85033 -0.62208 -4.76543
H: -2.22906 -1.95793 -9.87770
O: -3.48367 -4.27070 -3.66387
H: -9.17688 -2.56840 -0.34396
O: -0.57967 4.32544 -0.12746
C: 2.60596 7.84394 -3.35230
H: 2.74856 1.19840 -3.90600
H: -2.20962 1.99012 3.62965
H: 2.82925 3.27586 3.58257
H: 9.24527 -5.77062 1.80673
H: -1.80371 5.86089 3.87465
H: -3.93043 -5.14583 -1.85408
C: 1.01200 -3.04031 -7.52043
C: -1.51155 1.36124 1.68996
H: 4.61103 3.71176 0.71914
H: 2.51176 -0.60314 7.30408
H: -3.78384 -0.24788 -1.42932
H: -2.17961 3.93358 -3.38997
C: 0.45457 -6.59457 -1.46566
O: 6.13720 -1.23141 3.77173
H: 3.50034 -3.30389 -6.65899
H: -1.40920 0.34406 2.04249
H: 0.13923 -1.25078 0.07436
C: 4.20228 0.33720 -0.30870
H: -2.25763 -4.49743 -0.17143
H: -5.05375 4.31391 -6.92646
H: 1.72797 -2.10783 3.09994
H: 4.04534 5.66148 -0.35363
C: 3.74264 3.81052 3.77621
H: -1.05303 8.11395 1.75549
H: 2.26547 5.53853 1.13319
H: 1.95019 -4.35902 -1.15077
H: 5.67111 0.32244 4.84190
H: 0.84893 -12.22570 -2.29762
H: 0.42669 1.70288 10.02951
H: 9.17546 -4.24889 2.74055
C: -0.36074 -1.16084 4.52085
H: 3.65885 8.48862 1.58368
H: 0.31376 -8.53028 -0.59481
H: 0.16917 3.99406 8.79811
H: 3.26265 7.85222 -4.24171
H: 1.19809 -8.23278 -3.37736
H: 0.36373 1.21903 0.77411
H: -0.63719 7.31249 8.18860
H: -5.24673 -4.47253 -2.83341
C: 0.86915 -11.22409 -1.87872
H: -1.57151 3.31356 2.54248
H: -0.89816 -8.23001 -1.85196
C: -0.31000 7.55620 2.35696
C: -2.78343 -4.11144 0.69615
H: -4.73989 3.02966 -1.46811
H: 0.11196 -1.72934 -5.25190
C: -1.42461 2.29263 2.91399
C: -5.50990 3.35845 -6.70287
N: 1.95615 -1.98754 -7.12052
H: 5.71772 -1.51481 1.76257
H: 0.63365 1.81201 -1.86818
C: -1.06572 1.21954 -0.65110

The electronic energy is -5329.3575 a.u. For the relative energy (zero: lowest compared OMol25 entry of this formula, charge and spin), the calculation gives 0.000 eV. The value obtained for the frontier orbital gap is 8.977 eV.